This record from OMol25 describes C27H49NP2V as an isolated structure at a distorted geometry. The level of theory is ωB97M-V with the def2-TZVPD basis set.

```
! wB97M-V def2-TZVPD RIJCOSX def2/J DEFGRID3
* xyz 0 4
P -4.423 -3.299 -1.587
P -2.067 -4.855 -0.314
C -4.405 -5.151 -1.843
C -3.589 -5.848 -0.756
H -3.978 -5.327 -2.840
H -5.446 -5.498 -1.843
H -4.171 -5.963 0.169
H -3.256 -6.841 -1.084
C -0.896 -5.698 -1.456
H 0.124 -5.399 -1.183
H -1.101 -5.364 -2.480
H -0.997 -6.790 -1.388
C -1.629 -5.753 1.234
H -1.590 -6.841 1.075
H -2.383 -5.505 1.993
H -0.649 -5.383 1.569
C -5.098 -2.826 -3.234
H -5.317 -1.749 -3.208
H -6.009 -3.393 -3.478
H -4.318 -3.014 -3.984
C -5.988 -3.212 -0.623
H -5.799 -3.586 0.390
H -6.780 -3.803 -1.102
H -6.292 -2.159 -0.561
V 0.139 1.545 0.127
C 0.245 -0.291 1.170
C 0.804 -0.484 -0.135
C 0.062 -1.087 -1.297
C -0.711 -0.068 -2.187
C -1.217 1.141 -1.469
C -1.968 1.048 -0.265
C -2.243 -0.216 0.472
C -1.169 -0.626 1.526
C -0.721 3.504 -0.055
H 0.936 -0.226 2.024
H 1.904 -0.579 -0.203
H -0.606 -1.914 -0.989
H 0.817 -1.573 -1.941
H -0.042 0.229 -3.009
H -1.550 -0.595 -2.668
H -1.310 2.062 -2.055
H -2.622 1.890 -0.016
H -2.450 -1.064 -0.201
H -3.176 -0.075 1.042
H -1.428 -0.136 2.479
H -1.260 -1.709 1.730
H -0.346 3.695 0.971
H -1.814 3.631 -0.074
H -0.263 4.202 -0.772
C 3.055 5.974 3.381
C 3.209 4.540 2.947
C 4.367 3.833 3.283
C 4.571 2.507 2.879
C 5.850 1.805 3.250
C 3.600 1.899 2.080
C 2.520 2.659 1.577
C 2.246 3.921 2.149
N 1.902 2.296 0.351
C 2.581 2.749 -0.878
C 2.564 4.278 -0.952
C 4.031 2.274 -0.906
C 1.838 2.153 -2.057
H 3.116 6.056 4.475
H 3.856 6.602 2.963
H 2.092 6.382 3.058
H 5.136 4.339 3.872
H 6.729 2.328 2.844
H 5.978 1.776 4.341
H 5.858 0.779 2.869
H 3.721 0.863 1.754
H 1.324 4.449 1.891
H 3.209 4.717 -0.184
H 2.944 4.572 -1.938
H 1.552 4.682 -0.825
H 4.094 1.189 -0.738
H 4.464 2.488 -1.891
H 4.636 2.795 -0.156
H 2.260 2.572 -2.976
H 1.983 1.065 -2.103
H 0.764 2.412 -2.030
*
```

Results
expectation value of S²	3.806
frontier orbital gap (alpha / beta)	7.50 / 7.44	eV
DFT total energy	-74544.9104	eV
M	500.6	g/mol
F_max	4.7	eV/Å
HOMO energy (alpha / beta)	-6.97 / -7.49	eV
ΔE to the lowest compared entry with this formula, charge and spin	0.0	kcal/mol



This record from OMol25 describes C4H6INS in the gas phase at a distorted geometry. The level of theory is ωB97M-V with the def2-TZVPD basis set.

```
! wB97M-V def2-TZVPD RIJCOSX def2/J DEFGRID3
* xyz 0 1
C -2.087 0.175 -0.311
C 0.096 -0.305 -1.146
C 0.838 0.544 -0.130
C 0.939 -0.220 1.251
N -1.279 -0.509 -0.891
S 0.049 2.188 0.017
I -4.116 -0.340 0.063
H 0.218 0.088 -2.224
H 0.476 -1.388 -0.941
H 1.906 0.836 -0.380
H 1.510 0.404 2.004
H 1.395 -1.106 0.898
H 0.055 -0.366 1.790
*
```

Results
frontier orbital gap (alpha / beta)	7.65 / 6.41	eV
DFT total energy	-24667.5244	eV
M	227.1	g/mol
F_max	3.3	eV/Å
HOMO energy (alpha / beta)	-9.00 / -8.24	eV
ΔE to the lowest compared entry with this formula, charge and spin	67.6	kcal/mol



This record from OMol25 describes a 2-piece molecular cluster, CBrClOS overall at a distorted geometry. The level of theory is ωB97M-V with the def2-TZVPD basis set.

```
! wB97M-V def2-TZVPD RIJCOSX def2/J DEFGRID3
* xyz 0 1
C 2.301 1.893 -0.573
O 1.544 1.547 0.201
S -1.453 -0.600 -0.553
Cl -2.024 -0.337 1.376
Br -0.368 -2.503 -0.451
*
```

Results
frontier orbital gap	8.57	eV
DFT total energy	-96484.0285	eV
M	175.4	g/mol
F_max	1.5	eV/Å
HOMO energy	-9.36	eV
ΔE to the lowest compared entry with this formula, charge and spin	8.5	kcal/mol